Molecular formula: C34H29BCaClF8MgN3O17PS
Method: DFT, ωB97M-V/def2-TZVPD

Geometry (Å):
O  2.9499  4.6045  -2.2001
C  3.9115  4.1964  -1.6482
C  4.2592  3.9421  -0.0665
C  3.5272  3.6723  1.1357
C  4.2654  3.4466  2.2838
C  5.6621  3.4696  2.2926
C  6.3883  3.7457  1.1657
C  5.6798  3.9702  -0.0233
C  6.1899  4.2547  -1.3950
O  7.2332  4.7583  -1.7878
N  5.1406  3.8499  -2.2466
C  5.2738  2.6018  -2.9967
C  4.5701  1.3924  -2.3175
S  5.7312  -0.0251  -2.1792
C  6.8405  0.2939  -0.8424
N  7.8352  1.1427  -0.7992
N  8.4683  1.0550  0.3772
C  7.8639  0.1333  1.0857
O  6.8623  -0.3410  0.3698
H  2.4486  3.6388  1.1352
H  3.7348  3.2075  3.2025
H  6.2163  3.2624  3.2060
H  7.4750  3.7827  1.1380
H  4.9561  2.6847  -4.0454
H  6.3454  2.3644  -3.0548
H  3.7234  1.0620  -2.9272
H  4.2252  1.5885  -1.2950
H  8.1238  -0.1966  2.0773
C  4.3638  -0.6903  2.4445
O  3.8482  -1.5399  1.6003
O  4.1765  0.5326  2.3725
O  5.1139  -1.1006  3.4258
O  6.8977  -1.7469  5.7670
H  7.8192  -1.5803  5.4992
H  6.2627  -1.4683  5.0533
H  6.6859  -1.3097  6.6131
Ca  3.6951  -3.3134  1.0735
B  0.0903  -8.0518  -1.2587
O  0.5163  -7.7898  -2.6637
C  1.4941  -6.9098  -2.6423
O  2.0698  -6.4779  -3.6064
C  1.7783  -6.5313  -1.1993
O  2.6252  -5.7439  -0.8318
O  0.9750  -7.1857  -0.4124
F  0.2841  -9.3934  -0.9347
F  -1.2411  -7.6973  -1.0805
Mg  5.9790  6.4064  -2.8183
Cl  2.3794  5.4281  -0.1353
C  -3.1239  -1.3587  1.6470
C  -1.7952  -1.5862  0.9935
C  -1.8295  -1.6977  -0.5050
O  -0.6268  -2.4464  -0.7607
C  -0.4213  -3.2201  0.3322
O  0.3851  -4.1079  0.3866
O  -1.2286  -2.8695  1.3425
H  -3.0179  -1.4193  2.7268
H  -3.5167  -0.3745  1.3902
H  -3.8558  -2.1165  1.3514
H  -1.0931  -0.8159  1.3217
H  -1.8053  -0.7316  -1.0045
H  -2.6771  -2.2777  -0.8787
C  -8.2700  1.8514  -1.8000
C  -7.2151  1.6719  -0.9101
C  -6.9380  0.4121  -0.4063
C  -7.7217  -0.6726  -0.7810
C  -8.7947  -0.4886  -1.6555
C  -9.0581  0.7747  -2.1713
C  -9.6737  -1.6299  -2.0296
O  -10.6051  -1.4720  -2.7933
C  -9.3917  -2.9676  -1.4408
C  -10.2335  -4.0340  -1.7331
C  -9.9738  -5.2864  -1.2022
C  -8.8659  -5.4822  -0.3831
C  -8.0269  -4.4220  -0.0840
C  -8.2913  -3.1607  -0.6033
C  -7.4009  -2.0232  -0.2458
O  -6.4371  -2.1904  0.4706
H  -8.4792  2.8355  -2.1995
H  -6.6078  2.5169  -0.6117
H  -6.1144  0.2721  0.2817
H  -9.8810  0.9166  -2.8590
H  -11.0933  -3.8845  -2.3725
H  -10.6336  -6.1147  -1.4274
H  -8.6603  -6.4634  0.0250
H  -7.1682  -4.5739  0.5564
F  1.9107  10.2782  -0.4712
P  2.5175  9.6157  -1.8470
F  3.0374  9.8974  -3.3852
F  1.6622  8.2846  -1.4404
F  3.6997  8.4369  -1.8361
F  3.7389  10.6222  -1.3933
F  1.1369  10.1443  -2.5603
C  -1.8456  -0.8009  4.9815
O  -1.4028  -0.4364  3.7738
H  -2.9266  -0.6050  5.1972
H  -1.7492  -1.8837  5.2447
H  -1.3517  -0.3107  5.8589

**HOMO**: -3.97 eV
**Net charge**: -1
**Largest force on an atom**: 4.65 eV/A

Molecular formula: C34H29CsN3O7PS3Se
Method: DFT, ωB97M-V/def2-TZVPD

Geometry (Å):
Cs  1.2666  1.3167  0.3664
O  4.0349  2.3287  0.2255
C  4.8456  2.4103  1.1235
C  4.6050  2.4272  2.5647
C  5.7247  2.3399  3.3705
C  5.6208  2.3126  4.7521
C  4.3472  2.3677  5.3611
C  3.2294  2.4748  4.5982
C  3.2749  2.5431  3.1490
O  2.2412  2.7055  2.4717
N  6.7954  2.2337  5.5586
O  7.8950  2.1936  5.0121
O  6.6706  2.2046  6.7817
H  5.9279  2.4778  0.8724
H  6.7079  2.2838  2.9176
H  4.2899  2.3272  6.4399
H  2.2463  2.5249  5.0510
C  -0.1539  4.7187  1.7318
N  -0.7458  5.0794  0.4563
C  -0.0837  5.1626  -0.7241
Se  1.7119  5.0658  -1.0388
N  -1.0281  5.3942  -1.6755
C  -2.2945  5.4454  -1.1181
C  -3.5523  5.6438  -1.6584
C  -4.6241  5.6591  -0.7750
C  -4.4371  5.4794  0.5946
C  -3.1747  5.2706  1.1305
C  -2.1089  5.2587  0.2497
H  0.9190  4.6065  1.6054
H  -0.5684  3.7694  2.0759
H  -0.3581  5.5009  2.4651
H  -0.7863  5.3987  -2.6497
H  -3.6956  5.7675  -2.7241
H  -5.6267  5.7963  -1.1609
H  -5.2989  5.4670  1.2502
H  -3.0334  5.0751  2.1852
C  -3.5014  -3.7903  -2.3092
C  -3.2043  -2.4235  -1.7485
C  -3.8876  -1.9348  -0.6361
C  -3.5555  -0.7117  -0.0749
C  -2.5386  0.0502  -0.6352
C  -1.8723  -0.4052  -1.7624
C  -2.2044  -1.6371  -2.3078
S  -2.0405  1.5627  0.1648
O  -1.2869  1.1347  1.3455
O  -3.2684  2.2663  0.4835
O  -1.1816  2.2475  -0.8024
H  -4.2333  -4.3160  -1.6940
H  -2.5931  -4.3970  -2.3404
H  -3.8944  -3.7263  -3.3271
H  -4.6656  -2.5409  -0.1827
H  -4.0717  -0.3399  0.8022
H  -1.0707  0.1879  -2.1815
H  -1.6467  -2.0022  -3.1660
S  3.5264  -4.1365  -0.5588
P  1.8169  -3.4833  -1.3114
S  1.5389  -1.5716  -1.7622
C  1.4009  -4.4662  -2.8193
C  2.2526  -5.4404  -3.3202
C  1.8973  -6.1703  -4.4515
C  0.6845  -5.9357  -5.0824
C  -0.1744  -4.9603  -4.5842
C  0.1866  -4.2283  -3.4641
C  0.4494  -4.0563  -0.2116
C  0.2830  -5.4254  0.0054
C  -0.7131  -5.8901  0.8480
C  -1.5430  -4.9879  1.5059
C  -1.3748  -3.6271  1.3054
C  -0.3901  -3.1628  0.4370
H  3.1914  -5.6153  -2.8077
H  2.5712  -6.9265  -4.8392
H  0.4075  -6.5064  -5.9619
H  -1.1223  -4.7689  -5.0747
H  -0.4646  -3.4490  -3.0749
H  0.9512  -6.1228  -0.4869
H  -0.8387  -6.9557  1.0035
H  -2.3163  -5.3498  2.1752
H  -2.0129  -2.9171  1.8126
H  -0.2746  -2.1013  0.2537

**HOMO**: -2.95 eV
**Net charge**: -2
**Relative energy (zero: lowest compared OMol25 entry of this formula, charge and spin)**: 38.3 kJ/mol
**Largest force on an atom**: 1.14 eV/A